P | Molecular formula: C6H10NO
Method: DFT, wB97M-V/def2-TZVPD

Geometry (Å):
1 C 1.334 1.478 0.039
2 C 0.925 0.230 0.110
3 C 2.168 -0.512 -0.007
4 C 2.753 0.952 -0.072
5 C -2.104 0.637 -0.057
6 C -1.383 -1.698 -0.160
7 N -1.278 -0.410 0.488
8 O 2.576 -1.604 -0.059
9 H 0.905 2.459 0.052
10 H 3.256 1.156 -1.016
11 H 3.379 1.169 0.792
12 H -1.881 1.585 0.427
13 H -1.930 0.725 -1.128
14 H -3.165 0.415 0.097
15 H -0.766 -2.431 0.347
16 H -2.417 -2.054 -0.157
17 H -1.064 -1.623 -1.196
18 H -1.309 -0.473 1.500

Output
* net charge: +1
* molar mass: 112.15 g mol⁻¹

Results of the natural (NBO) charge analysis, in e, for atoms 1 through 4: number 1, C, carries -0.13; number 2, C, carries 0.16; number 3, C, carries 0.53; number 4, C, carries -0.44



Q | Molecular formula: C6H10NO
Method: DFT, wB97M-V/def2-TZVPD

Geometry (Å):
1 C 2.469 1.592 -0.350
2 C 1.692 0.661 -0.217
3 C -1.225 3.377 -0.138
4 C -0.067 -0.428 -1.313
5 C 0.328 -2.435 1.156
6 C 0.850 -0.485 -0.183
7 N 0.956 -1.216 0.860
8 O -1.191 2.210 0.065
9 H 3.212 2.131 -0.888
10 H -2.081 3.984 0.244
11 H -0.621 0.527 -1.366
12 H -0.794 -1.133 -1.501
13 H 0.448 -0.225 -2.229
14 H -0.737 -2.210 1.639
15 H -0.012 -3.113 0.288
16 H 0.894 -2.928 1.872
17 H -0.400 3.820 -0.752
18 H 1.711 -1.035 1.574

Output
* net charge: +1
* molar mass: 112.15 g mol⁻¹

Results of the natural (NBO) charge analysis, in e, for atoms 1 through 4: number 1, C, carries -0.03; number 2, C, carries -0.13; number 3, C, carries 0.30; number 4, C, carries -0.72



It is P that is the least stable of them.



P | Molecular formula: C6H10NO
Method: DFT, wB97M-V/def2-TZVPD

Geometry (Å):
1 C 1.154 -0.279 -0.351
2 C 0.604 0.390 0.700
3 C 1.873 -2.058 0.193
4 C 2.524 -0.841 -0.089
5 C -1.305 1.384 -0.824
6 C -1.580 -0.133 0.946
7 N -0.743 0.950 0.436
8 O 1.287 -3.018 0.241
9 H 0.824 -0.260 -1.372
10 H 3.015 -0.996 -0.949
11 H 3.027 -0.311 0.782
12 H -2.292 1.808 -0.710
13 H -0.745 2.131 -1.318
14 H -1.397 0.589 -1.643
15 H -1.191 -0.550 1.858
16 H -2.622 0.258 0.940
17 H -1.524 -0.926 0.104
18 H -0.909 1.862 1.054

Output
* net charge: +1
* molar mass: 112.15 g mol⁻¹

Results of the natural (NBO) charge analysis, in e, for atoms 1 through 4: number 1, C, carries -0.47; number 2, C, carries -0.03; number 3, C, carries 0.91; number 4, C, carries -0.54



Q | Molecular formula: C6H10NO
Method: DFT, wB97M-V/def2-TZVPD

Geometry (Å):
1 C -2.652 -1.868 0.234
2 C -1.770 -1.057 0.035
3 C 2.635 -0.856 -0.472
4 C 1.437 -1.472 -0.041
5 C -0.748 2.256 0.004
6 C -0.889 -0.144 -0.442
7 N -0.471 0.851 0.529
8 O 2.016 -0.602 0.823
9 H -3.232 -2.725 0.485
10 H 3.694 -1.207 -0.384
11 H 2.516 -0.024 -1.150
12 H 0.941 -2.379 0.134
13 H -1.802 2.164 -0.282
14 H -0.700 3.222 0.629
15 H 0.053 2.456 -0.816
16 H -0.751 -0.163 -1.434
17 H 0.584 0.778 0.669
18 H -0.861 0.768 1.477

Output
* net charge: +1
* molar mass: 112.15 g mol⁻¹

Results of the natural (NBO) charge analysis, in e, for atoms 1 through 4: number 1, C, carries -0.06; number 2, C, carries -0.17; number 3, C, carries -0.14; number 4, C, carries 0.13



It is Q that is the least stable of them.



P | Molecular formula: CH2N2O2S2
Method: DFT, wB97M-V/def2-TZVPD

Geometry (Å):
1 C -1.482 -2.197 -2.935
2 N -2.072 -3.168 -2.867
3 N -0.064 -0.120 0.405
4 O -2.204 -1.387 -0.219
5 O 0.024 -2.461 -0.616
6 S -0.751 -0.652 -2.514
7 S -0.775 -1.314 -0.505
8 H -0.518 0.820 0.324
9 H 0.835 -0.294 0.664

Output
* net charge: 0
* structure (SMILES): N#CSS(N)(=O)=O
* molar mass: 138.17 g mol⁻¹

Results of the natural (NBO) charge analysis, in e, for atoms 1 through 4: number 1, C, carries 0.05; number 2, N, carries -0.26; number 3, N, carries -1.06; number 4, O, carries -0.88



Q | Molecular formula: CH2N2O2S2
Method: DFT, wB97M-V/def2-TZVPD

Geometry (Å):
1 C -1.037 -0.937 0.592
2 N -0.472 -0.113 -0.670
3 N -0.607 -1.862 1.257
4 O 0.157 2.120 -1.356
5 O 1.923 0.632 -0.846
6 S -2.225 0.114 -0.028
7 S 0.721 1.101 -0.207
8 H 0.908 2.563 -1.718
9 H -1.150 -2.442 1.869

Output
* net charge: 0
* molar mass: 138.17 g mol⁻¹

Results of the natural (NBO) charge analysis, in e, for atoms 1 through 4: number 1, C, carries 0.26; number 2, N, carries -0.69; number 3, N, carries -0.63; number 4, O, carries -0.89



It is Q that is the least stable of them.



P | Molecular formula: C2H2N2OS
Method: DFT, wB97M-V/def2-TZVPD

Geometry (Å):
1 C 0.340 0.446 -0.188
2 C 1.753 0.117 -0.122
3 H -2.027 1.114 0.871
4 H -0.100 -1.696 -0.223
5 N -0.399 -0.676 -0.383
6 N 2.731 -0.627 0.174
7 O -0.104 1.639 -0.142
8 S -2.196 -0.316 0.013

Output
* net charge: 0
* structure (SMILES): N#CC(=O)NS
* molar mass: 102.12 g mol⁻¹

Results of the natural (NBO) charge analysis, in e, for atoms 1 through 4: number 1, C, carries 0.52; number 2, C, carries 0.19; number 3, H, carries 0.23; number 4, H, carries 0.45



Q | Molecular formula: C2H2N2OS
Method: DFT, wB97M-V/def2-TZVPD

Geometry (Å):
1 C -1.024 0.273 0.188
2 C 1.115 -0.194 -0.510
3 H 0.199 -1.190 1.175
4 H 2.061 -0.618 -0.336
5 N 0.111 -0.531 0.422
6 N 0.741 0.871 -1.133
7 O -0.615 1.190 -0.726
8 S -2.589 0.200 0.921

Output
* net charge: 0
* structure (SMILES): S=c1[nH]cno1
* molar mass: 102.12 g mol⁻¹

Results of the natural (NBO) charge analysis, in e, for atoms 1 through 4: number 1, C, carries 0.38; number 2, C, carries 0.17; number 3, H, carries 0.44; number 4, H, carries 0.23



It is P that is the least stable of them.



P | Molecular formula: C2H4N2O
Method: DFT, wB97M-V/def2-TZVPD

Geometry (Å):
1 C 0.849 0.325 -0.411
2 C 0.154 0.386 0.764
3 N -0.252 -0.084 -1.269
4 N -1.107 -0.468 -0.060
5 O 0.273 0.448 2.082
6 H 1.894 0.784 -0.628
7 H -0.229 -0.847 -1.929
8 H -1.965 0.003 -0.012
9 H 1.057 -0.024 2.321

Output
* net charge: 0
* structure (SMILES): Oc1c[nH][nH]1
* molar mass: 72.07 g mol⁻¹

Results of the natural (NBO) charge analysis, in e, for atoms 1 through 4: number 1, C, carries -0.17; number 2, C, carries 0.38; number 3, N, carries -0.48; number 4, N, carries -0.50



Q | Molecular formula: C2H4N2O
Method: DFT, wB97M-V/def2-TZVPD

Geometry (Å):
1 N 0.188 0.115 2.140
2 C 0.412 0.014 0.895
3 N -0.636 0.058 -0.011
4 C -0.556 -0.017 -1.397
5 O -1.536 -0.002 -2.103
6 H 1.057 0.062 2.666
7 H 1.385 -0.117 0.411
8 H -1.562 0.178 0.387
9 H 0.462 -0.084 -1.817

Output
* net charge: 0
* structure (SMILES): [H]/N=C/NC=O
* molar mass: 72.07 g mol⁻¹

Results of the natural (NBO) charge analysis, in e, for atoms 1 through 4: number 1, N, carries -0.67; number 2, C, carries 0.28; number 3, N, carries -0.63; number 4, C, carries 0.54



It is P that is the least stable of them.



P | Molecular formula: C4H5N3O2
Method: DFT, wB97M-V/def2-TZVPD

Geometry (Å):
1 C 1.874 0.083 0.736
2 C 1.106 -0.858 1.403
3 C -0.150 0.123 -0.209
4 C -2.262 -0.102 -1.005
5 H 0.657 1.938 -1.528
6 H 2.896 0.418 0.911
7 H 1.239 -1.542 2.250
8 H -1.020 -1.401 0.889
9 H -3.032 0.422 -1.560
10 N 1.059 0.696 -0.207
11 N -0.137 -0.923 0.708
12 N -1.095 0.507 -1.101
13 O 1.463 1.687 -1.030
14 O -2.599 -1.047 -0.257

Output
* net charge: 0
* structure (SMILES): O=C/N=c1\[nH]ccn1O
* molar mass: 127.10 g mol⁻¹

Results of the natural (NBO) charge analysis, in e, for atoms 1 through 4: number 1, C, carries -0.10; number 2, C, carries -0.08; number 3, C, carries 0.54; number 4, C, carries 0.51



Q | Molecular formula: C4H5N3O2
Method: DFT, wB97M-V/def2-TZVPD

Geometry (Å):
1 C -0.911 0.933 -1.252
2 N -0.044 -0.014 -0.560
3 C -0.576 -0.566 0.685
4 C 1.268 0.262 -0.453
5 N -0.196 -1.867 0.873
6 C 1.455 1.050 1.009
7 O -1.523 -0.084 1.275
8 O 2.242 -0.269 -0.920
9 N 1.939 1.744 1.808
10 H -0.735 -2.365 1.571
11 H 0.469 -2.316 0.259
12 H -1.140 1.787 -0.612
13 H -1.829 0.406 -1.525
14 H -0.419 1.299 -2.157

Output
* net charge: 0
* structure (SMILES): CN(C(N)=O)C(=O)C#N
* molar mass: 127.10 g mol⁻¹

Results of the natural (NBO) charge analysis, in e, for atoms 1 through 4: number 1, C, carries -0.41; number 2, N, carries -0.57; number 3, C, carries 0.79; number 4, C, carries 0.73



R | Molecular formula: C4H5N3O2
Method: DFT, wB97M-V/def2-TZVPD

Geometry (Å):
1 C -0.921 -0.385 2.045
2 C 0.186 0.022 1.241
3 C -1.737 -0.001 0.097
4 C 0.467 0.648 -1.158
5 N -2.068 -0.417 1.279
6 N -0.347 0.172 -0.026
7 N 1.680 -0.273 -1.292
8 O 2.428 -0.363 -0.358
9 O 1.773 -0.843 -2.354
10 H -1.005 -0.664 3.118
11 H 1.224 0.001 1.261
12 H -2.462 -0.110 -0.736
13 H 0.881 1.627 -1.007
14 H -0.100 0.586 -2.110

Output
* net charge: 0
* structure (SMILES): O=[N+]([O-])Cn1ccnc1
* molar mass: 127.10 g mol⁻¹

Results of the natural (NBO) charge analysis, in e, for atoms 1 through 4: number 1, C, carries -0.09; number 2, C, carries -0.11; number 3, C, carries 0.16; number 4, C, carries -0.10



It is R that is the least stable of them.